# 1
DFT (wB97M-V/def2-TZVPD) results for C18H12N5O11SW as an isolated structure.

Calculated values
HOMO ... -13.03 eV
Energy ... -2259.45264 Eh
HOMO-LUMO gap ... 7.274 eV
Energy above the lowest of the compared OMol25 structures with the same formula, charge and spin ... 0.00 kcal/mol
E_LUMO ... -0.211 Eh
Strongest force on any atom ... 0.0044 hartree/bohr

Geometry as ORCA input:
```
! RIJCOSX wB97M-V def2-TZVPD def2/J DEFGRID3
* xyz 1 1
W -0.843 1.036 0.110
C 2.130 -0.016 -2.160
C 2.127 -0.173 -0.687
N 1.111 0.050 0.134
C 1.564 -0.139 1.419
C 2.866 -0.520 1.382
N 3.191 -0.535 0.051
C 3.897 -0.907 2.392
O 3.547 -0.856 3.662
O 4.978 -1.244 1.996
C 0.628 0.160 2.496
O 0.847 0.017 3.666
O -0.535 0.634 1.998
H 1.149 0.301 -2.509
H 2.387 -0.955 -2.650
H 2.861 0.739 -2.451
H 4.115 -0.785 -0.280
H 2.618 -0.572 3.798
S -1.441 -0.975 -0.818
C -2.914 -0.400 0.004
C -3.895 0.331 -0.692
C -4.977 0.826 -0.004
C -5.095 0.598 1.369
C -4.162 -0.170 2.050
C -3.076 -0.690 1.370
H -3.768 0.527 -1.748
H -5.729 1.403 -0.524
H -5.936 1.014 1.906
H -4.277 -0.363 3.107
H -2.345 -1.301 1.882
O 0.192 8.526 -1.054
N -0.733 7.758 -0.932
O -1.910 8.042 -0.960
C -0.400 6.331 -0.729
C 0.930 5.959 -0.699
C 1.252 4.629 -0.513
C 0.244 3.678 -0.325
O 0.505 2.393 -0.076
C -1.089 4.100 -0.407
C -1.430 5.421 -0.600
N -2.129 3.104 -0.329
O -1.983 2.400 0.908
O -1.685 2.063 -1.248
N 2.683 4.257 -0.544
O 3.480 5.160 -0.594
O 2.964 3.073 -0.534
H 1.711 6.694 -0.828
H -2.464 5.733 -0.657
*
```

# 2
DFT (wB97M-V/def2-TZVPD) results for C18H12N5O4Ti as an isolated structure at a distorted geometry.

Calculated values
HOMO ... -11.75 eV
Energy ... -2117.05848 Eh
HOMO-LUMO gap ... 6.494 eV
E_LUMO ... -0.193 Eh
Strongest force on any atom ... 0.0551 hartree/bohr

Geometry as ORCA input:
```
! RIJCOSX wB97M-V def2-TZVPD def2/J DEFGRID3
* xyz 1 1
Ti 0.087 -0.428 0.797
C 3.956 -1.783 1.242
O 4.634 -0.547 1.305
C 4.049 0.602 0.903
C 4.932 1.658 0.659
C 4.487 2.896 0.227
C 3.144 3.105 0.010
C 2.214 2.086 0.272
C 0.820 2.376 0.191
N -0.098 1.493 0.451
N -1.391 1.869 0.552
C -2.108 0.942 1.137
O -1.497 -0.160 1.531
C -3.522 1.173 1.384
C -4.081 2.414 1.046
C -5.416 2.658 1.289
C -6.212 1.667 1.851
C -5.664 0.435 2.187
C -4.325 0.180 1.958
C 2.665 0.817 0.742
O 1.740 -0.113 1.036
H 4.740 -2.529 1.368
H 3.480 -1.921 0.263
H 3.217 -1.889 2.049
H 5.982 1.471 0.822
H 5.200 3.687 0.054
H 2.789 4.055 -0.353
H 0.510 3.399 -0.026
H -3.444 3.165 0.606
H -5.840 3.618 1.037
H -7.258 1.858 2.035
H -6.285 -0.330 2.626
H -3.894 -0.779 2.216
O -0.075 -0.921 -0.965
N 0.639 -1.856 -1.520
C 1.051 -2.895 -0.861
C 0.696 -2.923 0.514
N 0.222 -2.430 1.453
C 1.908 -3.863 -1.449
N 2.655 -4.638 -1.832
*
```

# 3
DFT (wB97M-V/def2-TZVPD) results for C18H13Br2IrN3O3S6 as an isolated structure at a distorted geometry.

Calculated values
HOMO (alpha / beta) ... 0.15 / -0.33 eV
<S²> ... 0.76
Energy ... -8725.34362 Eh
HOMO-LUMO gap (alpha / beta) ... 3.800 / 4.275 eV
Energy above the lowest of the compared OMol25 structures with the same formula, charge and spin ... 28.82 kcal/mol
E_LUMO (alpha / beta) ... 0.145 / 0.145 Eh
Strongest force on any atom ... 0.0295 hartree/bohr

Geometry as ORCA input:
```
! RIJCOSX wB97M-V def2-TZVPD def2/J DEFGRID3
* xyz -2 2
Ir 0.236 -1.171 -0.944
Br -2.936 2.941 -3.082
C -3.118 1.859 -1.524
C -4.174 2.126 -0.653
C -4.345 1.370 0.467
Br -5.807 1.782 1.625
C -3.462 0.300 0.772
C -3.584 -0.518 1.913
C -2.695 -1.530 2.114
C -1.658 -1.732 1.197
N -1.506 -0.969 0.132
C -2.388 0.037 -0.119
C -2.178 0.837 -1.330
O -1.227 0.582 -2.125
H -4.854 2.938 -0.875
H -4.390 -0.335 2.610
H -2.764 -2.185 2.973
H -0.946 -2.535 1.320
S -1.029 -2.506 -2.454
S -1.180 -4.485 -1.746
S 0.399 -4.702 -0.341
S 1.726 -3.219 -0.785
S 2.136 -0.812 -2.643
C 2.213 0.851 -2.898
N 1.096 1.632 -2.818
C 1.089 2.966 -2.942
C 2.231 3.656 -3.228
C 3.416 2.903 -3.379
C 3.409 1.552 -3.222
H 0.193 1.169 -2.569
H 0.121 3.429 -2.798
H 2.215 4.732 -3.324
H 4.348 3.408 -3.610
H 4.311 0.963 -3.309
S 1.048 0.659 0.188
O 0.526 -3.418 3.463
C 1.261 -2.487 3.224
C 2.476 -2.121 4.098
C 2.828 -0.721 3.613
C 1.909 -0.586 2.411
O 2.004 0.486 1.716
N 1.115 -1.583 2.187
H 3.268 -2.846 3.901
H 2.205 -2.191 5.151
H 3.864 -0.590 3.303
H 2.596 0.062 4.338
*
```

# 4
DFT (wB97M-V/def2-TZVPD) results for C18H13Cl2IrN5O2 as an isolated structure.

Calculated values
HOMO (alpha / beta) ... -14.12 / -14.91 eV
<S²> ... 8.78
Energy ... -2142.08405 Eh
HOMO-LUMO gap (alpha / beta) ... 7.666 / 5.787 eV
E_LUMO (alpha / beta) ... -0.237 / -0.335 Eh
Strongest force on any atom ... 0.0043 hartree/bohr

Geometry as ORCA input:
```
! RIJCOSX wB97M-V def2-TZVPD def2/J DEFGRID3
* xyz 2 6
Ir 0.741 -0.553 -0.091
Cl 0.547 -6.964 -2.853
C 0.552 -5.679 -1.759
C 0.428 -4.392 -2.229
C 0.432 -3.332 -1.323
N 0.289 -2.009 -1.626
C -0.100 -1.537 -2.871
O -0.227 -2.185 -3.877
C -0.395 -0.061 -2.867
C -0.907 0.554 -3.989
C -1.194 1.911 -3.930
C -0.957 2.604 -2.751
C -0.441 1.921 -1.668
N -0.163 0.610 -1.728
C 0.570 -3.594 0.100
C 0.705 -4.902 0.560
C 0.695 -5.938 -0.347
Cl 0.856 -7.523 0.206
N 0.525 -2.470 0.873
C 0.372 -2.481 2.252
O 0.437 -3.441 2.974
C 0.049 -1.119 2.807
C -0.258 -0.958 4.141
C -0.593 0.311 4.594
C -0.613 1.369 3.697
C -0.292 1.131 2.375
N 0.042 -0.094 1.942
H 0.328 -4.214 -3.286
H -1.072 -0.038 -4.878
H -1.602 2.421 -4.792
H -1.171 3.659 -2.664
H -0.244 2.426 -0.731
H 0.813 -5.108 1.611
H -0.235 -1.822 4.791
H -0.844 0.470 5.634
H -0.881 2.368 4.010
H -0.309 1.927 1.642
N 2.824 0.282 -0.023
H 2.900 1.118 0.553
H 3.159 0.525 -0.954
H 3.480 -0.400 0.356
*
```

# 5
DFT (wB97M-V/def2-TZVPD) results for one molecule with the formula C18H13F2N3O3.

Calculated values
HOMO ... -8.11 eV
Energy ... -1283.49269 Eh
HOMO-LUMO gap ... 7.990 eV
E_LUMO ... -0.005 Eh
Strongest force on any atom ... 0.0140 hartree/bohr

Geometry as ORCA input:
```
! RIJCOSX wB97M-V def2-TZVPD def2/J DEFGRID3
* xyz 0 1
O -2.176 -0.710 -0.014
C -2.314 0.420 0.393
N -1.261 1.136 0.913
N 0.014 0.602 0.723
C 1.042 1.450 0.497
O 0.831 2.668 0.552
C 2.364 0.858 0.236
C 2.617 -0.491 0.384
C 3.876 -1.042 0.106
C 4.138 -2.423 0.257
C 5.371 -2.932 -0.030
C 6.400 -2.085 -0.480
C 6.181 -0.746 -0.634
C 4.917 -0.185 -0.346
C 4.659 1.186 -0.479
C 3.421 1.721 -0.189
O 3.249 3.043 -0.321
N -3.508 1.103 0.455
C -4.738 0.526 0.117
C -5.644 1.211 -0.687
C -6.860 0.653 -1.033
C -7.166 -0.616 -0.575
F -8.342 -1.173 -0.917
C -6.304 -1.322 0.244
C -5.103 -0.736 0.593
F -4.307 -1.386 1.453
H -1.221 2.150 0.957
H -0.015 -0.378 0.472
H 1.848 -1.160 0.742
H 3.342 -3.067 0.601
H 5.567 -3.987 0.085
H 7.370 -2.506 -0.702
H 6.969 -0.093 -0.977
H 5.440 1.854 -0.805
H 2.337 3.265 -0.023
H -3.483 2.109 0.515
H -5.387 2.197 -1.044
H -7.561 1.184 -1.656
H -6.563 -2.299 0.617
*
```

# 6
DFT (wB97M-V/def2-TZVPD) results for one molecule with the formula C18H13F2NO5 at a distorted geometry.

Calculated values
HOMO ... -9.65 eV
Energy ... -1324.49326 Eh
HOMO-LUMO gap ... 9.280 eV
E_LUMO ... -0.014 Eh
Strongest force on any atom ... 0.0303 hartree/bohr

Geometry as ORCA input:
```
! RIJCOSX wB97M-V def2-TZVPD def2/J DEFGRID3
* xyz 0 1
O -1.361 -3.573 0.257
C -1.232 -2.504 -0.280
O -0.206 -2.201 -1.096
C 0.883 -3.115 -1.120
C 1.741 -2.913 0.137
N 2.001 -1.505 0.323
C 2.966 -0.803 -0.391
O 3.764 -1.305 -1.140
C 2.773 0.618 -0.014
C 3.451 1.753 -0.405
C 3.021 2.972 0.113
C 1.953 3.041 0.993
C 1.271 1.895 1.390
C 1.693 0.690 0.871
C 1.171 -0.680 1.074
O 0.237 -1.058 1.735
C -2.170 -1.363 -0.130
C -3.270 -1.511 0.707
C -4.136 -0.451 0.903
C -3.906 0.761 0.275
C -2.804 0.901 -0.557
O -2.643 2.138 -1.219
C -1.551 2.854 -0.965
F -1.387 3.113 0.360
F -0.388 2.251 -1.335
C -1.932 -0.150 -0.771
H 0.515 -4.144 -1.164
H 1.451 -2.868 -2.019
H 1.198 -3.267 1.017
H 2.690 -3.443 0.031
H 4.281 1.693 -1.091
H 3.527 3.879 -0.180
H 1.638 4.000 1.375
H 0.434 1.944 2.068
H -3.422 -2.460 1.197
H -4.990 -0.562 1.554
H -4.566 1.601 0.419
H -1.616 3.815 -1.500
H -1.079 -0.042 -1.421
*
```